# 1
C21H35BNiO2P2 | ωB97M-V/def2-TZVPD

Results
ΔE to the lowest compared entry with this formula, charge and spin	0.0	kcal per mole
molecular weight	450.96	Da
2S+1	3

XYZ file:
```
62
Properties=species:S:1:pos:R:3:forces:R:3
P 1.309 -0.263 1.411 0.291 1.036 0.685
P -0.509 -0.844 -1.028 -1.249 0.687 -0.067
C 0.284 1.144 0.752 0.118 -0.151 0.165
C -0.974 0.589 0.065 -0.093 0.038 -0.281
H 0.911 1.669 0.021 -0.046 -0.010 0.063
H 0.030 1.860 1.543 0.037 -0.036 -0.151
H -1.670 0.195 0.816 0.036 0.024 -0.062
H -1.503 1.368 -0.498 0.034 -0.006 0.182
C -0.122 -0.038 -2.636 0.131 -0.158 0.196
H -0.020 -0.814 -3.400 0.024 0.079 0.108
H 0.836 0.483 -2.556 -0.089 -0.001 -0.059
H -0.901 0.671 -2.937 0.088 -0.136 0.119
C -2.124 -1.642 -1.382 0.130 0.065 -0.006
H -2.878 -0.918 -1.711 0.124 -0.086 0.038
H -2.475 -2.153 -0.482 0.007 0.057 -0.106
H -1.978 -2.393 -2.164 -0.009 0.067 0.115
C 2.925 0.529 1.772 -0.232 0.260 -0.018
H 3.589 -0.132 2.339 -0.224 0.041 -0.192
H 2.753 1.450 2.336 0.133 -0.025 0.067
H 3.401 0.796 0.824 0.021 -0.107 0.124
C 0.627 -0.524 3.100 0.012 -0.060 -0.194
H -0.350 -1.010 3.023 0.063 0.073 0.066
H 0.527 0.418 3.651 0.033 -0.122 -0.110
H 1.294 -1.197 3.645 -0.086 0.059 -0.077
Ni 1.166 -2.006 -0.034 0.796 -0.570 0.202
C -3.416 3.944 0.106 0.289 0.037 -0.261
C -2.524 4.238 -0.847 -0.253 -0.117 0.282
C -1.525 5.362 -0.930 0.059 0.136 0.095
C -1.182 6.104 0.380 -0.093 -0.038 -0.127
C -0.609 5.197 1.442 -0.164 -0.272 0.229
C -1.255 4.426 2.325 0.204 0.213 -0.275
C -2.732 4.229 2.544 -0.150 0.051 -0.069
C -3.683 4.663 1.407 0.095 0.023 0.126
C 2.759 -3.078 0.859 -0.510 0.058 -0.212
H -4.020 3.051 -0.054 0.067 0.101 -0.010
H -2.499 3.569 -1.708 -0.035 0.072 0.093
H -1.874 6.097 -1.673 0.053 -0.138 0.123
H -0.596 4.948 -1.347 -0.117 0.048 0.055
H -0.435 6.870 0.138 -0.110 -0.109 0.044
H -2.058 6.644 0.745 0.171 -0.051 -0.052
H 0.480 5.150 1.463 -0.122 -0.003 0.025
H -0.632 3.839 3.001 -0.046 0.096 -0.062
H -3.028 4.745 3.471 0.064 -0.091 -0.155
H -2.896 3.160 2.744 0.021 0.124 -0.029
H -4.705 4.432 1.727 0.148 0.040 -0.054
H -3.645 5.746 1.280 -0.053 -0.178 0.019
H 2.488 -4.134 0.971 0.140 0.033 0.032
H 3.073 -2.700 1.840 -0.053 -0.035 -0.026
H 3.626 -3.024 0.185 -0.160 0.014 0.049
O 2.240 -3.774 -2.155 -1.304 0.608 0.387
B 1.071 -3.487 -1.356 0.762 -0.540 0.030
O 0.442 -4.726 -0.960 0.015 1.545 -0.439
C 1.220 -5.667 -1.511 0.072 -2.142 0.038
C 1.069 -7.048 -1.401 0.515 -0.013 -0.353
C 2.026 -7.871 -2.023 0.192 0.806 -0.144
C 3.101 -7.302 -2.736 -0.699 0.372 0.446
C 3.228 -5.906 -2.834 -0.365 -0.465 0.231
C 2.268 -5.113 -2.206 1.355 -1.370 -0.840
H 0.247 -7.475 -0.841 -0.008 0.056 0.001
H 1.939 -8.948 -1.945 -0.005 0.042 -0.007
H 3.836 -7.944 -3.203 0.002 0.008 -0.012
H 4.056 -5.458 -3.368 -0.030 0.058 0.016
```
Positions in Å, forces in eV/Å.

# 2
C21H35BO2P2Sr | ωB97M-V/def2-TZVPD

Results
ΔE to the lowest compared entry with this formula, charge and spin	78.7	kcal per mole
molecular weight	479.89	Da
2S+1	1

XYZ file:
```
62
Properties=species:S:1:pos:R:3:forces:R:3
P 0.051 0.454 -2.060 -0.467 -0.472 0.370
P 0.661 0.383 1.449 -0.613 -0.552 0.194
C 0.014 -1.058 -1.010 -0.073 -0.575 -0.270
C -0.327 -0.867 0.472 0.275 -0.413 -0.232
H 0.943 -1.631 -1.147 0.021 0.280 0.260
H -0.762 -1.704 -1.445 0.508 0.435 0.361
H -1.428 -0.783 0.631 0.621 0.175 -0.138
H -0.110 -1.803 0.991 0.006 0.334 -0.186
C 2.049 -0.715 1.948 0.464 0.166 0.070
H 2.680 -0.164 2.652 0.021 -0.070 -0.156
H 2.664 -1.022 1.096 -0.090 0.249 0.016
H 1.709 -1.616 2.445 -0.202 -0.143 0.097
C -0.436 0.137 2.919 0.235 0.248 0.846
H -0.296 -0.867 3.321 0.095 -0.217 -0.022
H -1.521 0.260 2.761 0.507 0.193 -0.259
H -0.137 0.844 3.697 -0.150 -0.016 0.047
C 0.614 -0.190 -3.676 0.149 0.281 -0.059
H 0.562 0.612 -4.414 0.073 0.009 0.021
H -0.023 -0.983 -4.010 -0.411 -0.581 -0.236
H 1.634 -0.568 -3.644 0.132 0.152 0.161
C -1.805 0.371 -2.412 0.387 -0.063 -0.607
H -2.524 0.266 -1.572 0.410 0.237 -0.550
H -1.952 -0.543 -2.976 -0.062 -0.244 -0.343
H -2.049 1.219 -3.060 -0.438 -0.008 0.282
Sr -1.661 1.700 0.139 -1.295 1.620 0.619
C -1.528 -3.741 0.984 1.258 -0.422 0.526
C -0.199 -3.997 0.930 -1.311 -0.757 0.112
C 0.364 -5.056 0.007 0.984 -0.427 0.148
C -0.179 -5.125 -1.448 0.320 -0.491 -0.037
C -0.732 -3.855 -2.035 -0.991 0.029 -0.527
C -2.025 -3.469 -1.950 1.137 -1.279 -0.398
C -3.013 -4.214 -1.097 -1.091 0.207 0.064
C -2.540 -4.626 0.324 -0.690 -0.387 -0.318
C 0.297 3.602 -0.865 0.219 -0.380 -2.094
H -1.923 -2.928 1.614 0.262 -0.501 -0.200
H 0.499 -3.598 1.673 -0.217 0.361 -0.501
H 0.233 -6.060 0.459 -0.010 0.385 -0.105
H 1.469 -4.953 -0.075 -0.629 0.195 0.287
H 0.662 -5.435 -2.099 -0.306 0.155 0.336
H -0.875 -5.977 -1.516 -0.147 0.591 -0.051
H -0.007 -3.275 -2.627 -0.540 -0.263 0.112
H -2.414 -2.706 -2.625 0.170 0.187 0.449
H -3.365 -5.122 -1.626 0.187 0.325 0.179
H -3.929 -3.607 -0.956 0.499 -0.086 -0.297
H -3.431 -4.642 0.973 0.228 0.096 -0.230
H -2.247 -5.688 0.276 0.441 0.463 0.204
H -0.198 4.598 -1.001 1.568 0.161 0.050
H -0.180 3.203 -1.866 -0.139 -0.674 3.063
H 1.270 3.282 -1.287 0.421 1.734 -0.770
O 2.413 4.192 0.612 -0.688 -1.031 -0.268
B 1.033 3.826 0.540 -0.587 1.099 0.797
O 0.352 4.459 1.593 0.278 -0.437 0.303
C 1.224 5.407 2.112 0.947 0.554 -1.483
C 0.860 6.643 2.638 0.246 0.440 0.266
C 1.662 7.759 2.345 -0.418 -0.572 0.771
C 2.866 7.602 1.684 1.329 -0.193 0.081
C 3.346 6.335 1.334 -0.311 0.210 0.496
C 2.481 5.258 1.494 -1.744 0.434 -0.470
H -0.009 6.760 3.259 -0.521 0.019 -0.269
H 1.372 8.751 2.693 -0.048 -0.367 -0.098
H 3.508 8.474 1.492 -0.372 -0.453 0.118
H 4.334 6.190 0.943 0.165 0.048 -0.528
```
Positions in Å, forces in eV/Å.

# 3
C21H35Br12F6N3O7 | ωB97M-V/def2-TZVPD

Results
E_tot	-32999.40803	Ha
molecular weight	1514.36	Da
2S+1	1

XYZ file:
```
84
Properties=species:S:1:pos:R:3:forces:R:3
C 3.435 0.581 -9.460 -0.309 0.002 -0.041
C 2.226 -0.236 -9.849 0.010 -1.510 0.714
O 1.671 -0.988 -9.052 -0.179 0.748 -0.461
N 1.939 -0.244 -11.172 -0.112 1.152 -1.136
C 0.811 -0.850 -11.868 0.776 0.144 0.399
H 4.177 0.396 -10.236 0.324 0.311 0.254
H 3.774 0.265 -8.473 0.051 -0.097 -0.247
H 3.188 1.641 -9.395 0.076 0.055 -0.207
H 2.474 0.332 -11.807 0.229 0.159 0.625
H 0.618 -1.776 -11.325 -0.499 -0.058 -0.579
H 1.164 -0.944 -12.895 -0.119 -0.828 0.037
H -0.048 -0.187 -11.976 -0.242 -0.069 0.644
C -4.438 -6.182 11.697 -0.339 -0.967 -0.526
C -4.594 -6.089 13.211 1.189 2.085 -0.874
O -4.203 -5.077 13.780 -0.188 -0.496 0.179
N -5.146 -7.126 13.845 -0.788 -0.951 0.466
C -5.106 -7.298 15.271 -0.191 -0.467 1.803
H -3.531 -5.759 11.267 0.063 0.308 0.744
H -5.262 -5.714 11.158 -0.166 0.111 0.282
H -4.419 -7.222 11.374 -0.166 -0.194 -0.014
H -5.464 -7.922 13.310 0.185 0.235 0.016
H -4.971 -6.420 15.903 0.682 0.460 -0.945
H -4.382 -8.055 15.573 0.465 0.181 -0.162
H -6.001 -7.657 15.779 -0.745 -0.306 -0.968
C -0.783 5.101 -11.608 0.133 0.620 0.416
C -1.166 5.383 -10.137 -0.152 3.465 -0.570
O -1.451 6.517 -9.697 0.225 -1.862 -1.089
N -1.066 4.324 -9.369 0.166 -2.452 2.066
C -1.377 4.232 -7.924 0.247 0.685 0.164
H 0.261 5.379 -11.749 0.181 -0.108 0.205
H -1.304 5.762 -12.302 -0.358 -0.216 0.233
H -0.894 4.050 -11.876 -0.158 0.099 -0.076
H -0.650 3.514 -9.807 -0.292 -0.041 0.274
H -1.573 5.218 -7.501 -0.319 0.124 -0.588
H -0.555 3.906 -7.287 0.429 -0.362 -0.578
H -2.218 3.581 -7.684 -0.099 0.028 -0.450
C 1.036 -1.135 -1.066 0.459 0.717 0.555
C 0.298 -2.404 -0.852 1.563 -2.205 0.829
O -0.636 -2.468 0.238 -2.257 1.679 0.697
C -0.273 -2.237 1.526 3.473 -1.503 -2.029
O 0.849 -2.476 1.924 -1.366 0.646 -0.016
C -1.330 -1.722 2.467 0.516 0.638 0.966
F -2.437 -1.424 1.877 -1.836 -0.064 -0.897
F -1.540 -2.632 3.423 -0.062 0.153 0.031
F -0.909 -0.566 3.039 0.344 -0.610 0.060
H 1.772 -1.334 -1.844 -0.369 0.277 -0.470
H 1.665 -0.779 -0.250 -0.294 -0.266 0.434
H 0.323 -0.342 -1.292 0.247 0.101 -0.439
H 0.930 -3.257 -0.603 0.865 0.256 -0.218
H -0.092 -2.720 -1.820 -1.284 0.178 0.494
C 2.355 7.213 3.743 0.137 0.199 -0.961
C 3.504 7.972 4.421 -0.025 -0.534 -0.714
O 4.167 8.918 3.487 -1.700 -0.651 -0.791
C 5.339 9.429 3.750 -0.395 -1.197 3.915
O 5.857 9.360 4.846 0.173 0.230 -1.031
C 5.960 10.145 2.611 -0.409 -0.990 -2.685
F 7.275 10.153 2.730 -0.034 0.477 -0.076
F 5.619 9.535 1.436 0.762 -0.749 0.273
F 5.434 11.327 2.429 0.191 1.962 0.889
H 2.062 6.351 4.343 -0.085 0.328 0.423
H 2.551 6.763 2.770 0.724 0.152 -0.055
H 1.499 7.853 3.530 -0.074 0.067 0.453
H 4.276 7.263 4.721 -0.027 0.254 0.309
H 3.026 8.465 5.268 0.769 0.443 0.053
C -10.893 -1.797 5.422 0.201 0.166 -0.433
Br -12.226 -0.321 5.203 1.051 -1.108 0.220
Br -9.708 -1.558 6.972 -0.703 0.006 -0.799
Br -9.849 -2.107 3.769 -0.420 0.405 0.721
H -11.412 -2.749 5.530 -0.127 0.528 0.289
C -5.994 -9.009 1.675 0.059 -0.032 0.044
Br -7.886 -8.574 1.280 1.203 -0.158 0.209
Br -5.379 -8.235 3.380 -0.312 -0.133 -0.937
Br -4.781 -8.632 0.159 -0.737 -0.007 0.873
H -5.924 -10.084 1.839 -0.213 0.334 -0.189
C 6.129 -5.231 -6.839 0.572 0.214 0.094
Br 7.276 -4.699 -8.338 -0.385 -0.266 0.443
Br 6.736 -4.348 -5.198 -0.367 -0.119 -0.567
Br 6.132 -7.141 -6.543 -0.097 0.301 -0.259
H 5.124 -4.899 -7.101 0.267 -0.120 0.285
C 7.920 1.841 4.856 -1.106 0.469 0.104
Br 8.687 3.610 5.307 -0.508 -1.167 -0.149
Br 7.220 1.860 3.004 0.464 -0.073 1.034
Br 6.409 1.301 6.120 1.426 0.524 -1.008
H 8.701 1.084 4.931 -0.283 0.255 0.017
```
Positions in Å, forces in eV/Å.